(1)
The following is a DFT calculation (wB97M-V/def2-TZVPD) of 20 unconnected molecules or ions with the total composition C100H120N20O20 in a non-equilibrium geometry.

Output
E_LUMO ... -0.0354 Ha
E_HOMO ... -9.5 eV
Spin multiplicity ... 1
Gap between HOMO and LUMO ... 8.51 eV
Maximum force ... 4.15 eV/Å

Each line ends with the Löwdin charge.
Element x y z (Å)
1 C -8.92438 0.21105 -3.06630  -0.08
2 C -10.19775 0.64900 -2.65258  -0.07
3 C -11.29211 -0.13808 -2.80938  -0.02
4 C -11.13280 -1.35401 -3.48488  -0.15
5 C -9.94518 -1.74216 -3.95041  -0.03
6 C -8.83297 -0.95951 -3.70818  -0.09
7 N -12.33065 -2.22840 -3.73345  -0.34
8 O -13.39906 -1.68648 -3.58235  0.08
9 O -12.16153 -3.39982 -4.05279  0.07
10 H -8.03506 0.81527 -2.81707  0.11
11 H -10.30165 1.61650 -2.14715  0.12
12 H -12.33358 0.16312 -2.54511  0.13
13 H -9.68538 -2.76890 -4.30203  0.14
14 H -7.80880 -1.39050 -3.90490  0.10
15 C -5.33148 1.90162 -4.27960  -0.08
16 C -5.57658 2.90395 -3.35434  -0.06
17 C -4.57593 3.37256 -2.47150  -0.01
18 C -3.32983 2.73556 -2.57047  -0.19
19 C -3.10134 1.58544 -3.38054  0.01
20 C -4.12985 1.24373 -4.28983  -0.07
21 N -2.24504 3.41771 -1.87044  -0.30
22 O -1.25098 2.74941 -1.51064  0.03
23 O -2.39299 4.63939 -1.79286  0.04
24 H -6.23271 1.52569 -4.69862  0.10
25 H -6.60322 3.31860 -3.25921  0.12
26 H -4.93578 4.07268 -1.71469  0.12
27 H -2.19484 1.07870 -3.34403  0.08
28 H -3.91583 0.44437 -4.96711  0.08
29 C 4.26763 5.86343 2.65866  -0.09
30 C 4.71877 5.08084 3.66330  -0.07
31 C 5.93215 4.32787 3.46915  0.03
32 C 6.56905 4.39917 2.24038  -0.18
33 C 6.21161 5.32079 1.29570  -0.01
34 C 5.02885 6.01444 1.46137  -0.06
35 N 7.61933 3.44938 2.04006  -0.35
36 O 8.25703 3.51296 1.03626  0.08
37 O 7.74533 2.56875 2.89213  0.06
38 H 3.25986 6.34804 2.56685  0.11
39 H 4.20219 4.99127 4.54632  0.08
40 H 6.25411 3.64537 4.26417  0.12
41 H 6.78697 5.36721 0.39812  0.11
42 H 4.66710 6.67300 0.64073  0.10
43 C -0.09990 -1.91312 5.24224  -0.04
44 C 0.58672 -1.14362 4.33804  -0.10
45 C -0.03503 -0.14766 3.71586  -0.06
46 C -1.34455 0.09907 4.01265  -0.13
47 C -2.06950 -0.59375 4.93645  -0.02
48 C -1.41501 -1.60127 5.59549  -0.04
49 N -2.08224 1.22191 3.21590  -0.28
50 O -3.30377 1.18011 3.32945  0.03
51 O -1.45752 2.11875 2.69871  0.07
52 H 0.47080 -2.70601 5.71765  0.11
53 H 1.63782 -1.29757 4.19149  0.11
54 H 0.44479 0.37616 2.84477  0.14
55 H -3.12505 -0.24926 5.05044  0.14
56 H -2.01552 -2.17654 6.24660  0.10
57 C 0.23927 7.90357 -2.72270  -0.05
58 C 1.41613 8.63308 -2.43192  -0.07
59 C 2.62957 8.01228 -2.20734  0.00
60 C 2.65307 6.61854 -2.41682  -0.16
61 C 1.56875 5.91855 -2.94523  0.01
62 C 0.29197 6.51991 -2.97982  -0.03
63 N 3.94565 5.92664 -2.28468  -0.30
64 O 4.08164 4.75382 -2.52069  0.07
65 O 4.89851 6.69029 -1.96820  0.02
66 H -0.69347 8.44445 -2.71069  0.11
67 H 1.29690 9.64967 -2.12728  0.10
68 H 3.55187 8.52523 -1.89563  0.13
69 H 1.71696 4.81227 -3.08417  0.09
70 H -0.58374 6.04926 -3.30097  0.06
71 C 2.05780 -11.72744 2.89228  -0.11
72 C 1.57892 -10.61517 2.29552  -0.09
73 C 2.42511 -9.58127 1.95590  -0.01
74 C 3.78591 -9.79996 2.15516  -0.16
75 C 4.34838 -10.90533 2.81560  0.03
76 C 3.36384 -11.83911 3.27814  -0.06
77 N 4.75307 -8.82460 1.59239  -0.42
78 O 4.40313 -8.31745 0.59924  0.10
79 O 5.71173 -8.53857 2.24967  0.08
80 H 1.34426 -12.53150 3.00177  0.11
81 H 0.52961 -10.46706 2.12233  0.10
82 H 2.12222 -8.64974 1.39887  0.12
83 H 5.43624 -11.03170 2.73263  0.12
84 H 3.63647 -12.78209 3.66404  0.09
85 C 3.84422 1.24481 4.72646  -0.06
86 C 3.17001 2.19124 3.97268  -0.09
87 C 1.88877 2.63883 4.31477  0.02
88 C 1.28305 2.08553 5.49107  -0.16
89 C 1.93380 1.22359 6.33657  -0.01
90 C 3.22385 0.80741 5.92165  -0.05
91 N -0.06864 2.57486 5.78522  -0.34
92 O -0.47778 3.54808 5.18686  0.06
93 O -0.68145 1.99095 6.65072  0.09
94 H 4.73635 0.82102 4.29933  0.10
95 H 3.62731 2.52224 2.99595  0.12
96 H 1.36134 3.36410 3.72520  0.11
97 H 1.52373 0.89259 7.25610  0.11
98 H 3.76663 0.12026 6.59170  0.11
99 C -4.04360 3.94567 5.47600  -0.05
100 C -5.46995 3.91112 5.57743  -0.05
101 C -6.23915 3.91649 4.39618  -0.01
102 C -5.61773 4.28562 3.21541  -0.17
103 C -4.29960 4.51788 3.14062  -0.03
104 C -3.48564 4.39358 4.26029  -0.06
105 N -6.43169 4.38408 1.97114  -0.37
106 O -5.93990 5.10208 1.12339  0.06
107 O -7.43216 3.77192 1.87613  0.10
108 H -3.45656 3.68759 6.36318  0.10
109 H -5.97250 3.65194 6.52526  0.11
110 H -7.29516 3.68296 4.42901  0.11
111 H -3.88214 4.74325 2.18198  0.10
112 H -2.41051 4.42167 4.21108  0.07
113 C -1.02332 -2.04438 -2.53003  -0.07
114 C -2.15549 -1.60391 -1.86716  -0.03
115 C -3.37863 -1.60139 -2.55729  0.01
116 C -3.35540 -1.96605 -3.88546  -0.19
117 C -2.18257 -2.26372 -4.58144  0.01
118 C -1.03912 -2.43613 -3.82871  -0.05
119 N -4.61918 -1.93819 -4.54664  -0.37
120 O -4.58802 -1.95030 -5.76686  0.07
121 O -5.64391 -1.83465 -3.93415  0.07
122 H -0.09434 -2.04371 -2.01206  0.06
123 H -2.08558 -1.30270 -0.84535  0.07
124 H -4.34399 -1.45040 -2.13914  0.10
125 H -2.24579 -2.54701 -5.61819  0.12
126 H -0.15816 -2.81715 -4.27735  0.11
127 C 2.69732 1.46811 -0.07294  -0.08
128 C 3.36954 0.40610 0.49298  -0.07
129 C 2.62883 -0.74668 0.83961  0.01
130 C 1.23256 -0.75406 0.56676  -0.15
131 C 0.60285 0.30443 0.01164  -0.04
132 C 1.32386 1.41461 -0.34017  -0.06
133 N 0.47189 -1.94027 1.08113  -0.32
134 O 1.06243 -2.74673 1.75018  0.05
135 O -0.70361 -2.05699 0.84720  0.06
136 H 3.26728 2.37447 -0.18887  0.09
137 H 4.39512 0.45865 0.74098  0.08
138 H 3.13335 -1.54223 1.36607  0.06
139 H -0.46367 0.44510 -0.08376  0.12
140 H 0.76253 2.36508 -0.51200  0.10
141 C -0.26099 7.65759 1.33464  -0.09
142 C -0.89594 6.32341 1.60966  -0.21
143 C -0.49071 5.16293 0.59439  -0.14
144 C 0.97667 5.07700 0.45655  -0.20
145 N 2.10777 5.03002 0.48613  0.20
146 H -0.55681 8.38581 2.01073  0.05
147 H -0.41356 8.02820 0.28421  0.09
148 H 0.80951 7.56629 1.40602  0.06
149 H -1.99756 6.25526 1.49290  0.11
150 H -0.70707 5.99271 2.59439  0.08
151 H -0.95934 5.33419 -0.35088  0.07
152 H -0.80353 4.23209 0.98159  0.08
153 C -1.44286 0.53620 -6.68883  -0.09
154 C -1.89566 1.78359 -7.54404  -0.22
155 C -1.12561 3.06256 -7.15042  -0.17
156 C -1.49908 3.54282 -5.80209  -0.19
157 N -1.77435 3.94874 -4.77153  0.21
158 H -2.16028 -0.28320 -6.78132  0.05
159 H -1.29120 0.85402 -5.62246  0.06
160 H -0.51040 0.12825 -7.10687  0.08
161 H -3.00131 1.98540 -7.33156  0.13
162 H -1.67860 1.69018 -8.57704  0.09
163 H -1.33995 3.97109 -7.79245  0.14
164 H -0.09169 2.81586 -7.17568  0.07
165 C -2.58207 -5.36409 3.40444  -0.08
166 C -1.55449 -4.43949 2.66154  -0.20
167 C -1.17792 -5.17605 1.30351  -0.19
168 C -0.79325 -6.53634 1.46940  -0.26
169 N -0.45807 -7.61792 1.62073  0.17
170 H -2.01823 -6.25046 3.69716  0.07
171 H -3.35987 -5.68396 2.79174  0.03
172 H -3.05341 -4.96680 4.27920  0.05
173 H -0.57282 -4.33698 3.18494  0.08
174 H -1.85176 -3.42647 2.34619  0.08
175 H -0.27313 -4.61903 0.99753  0.09
176 H -1.98855 -5.08988 0.57865  0.10
177 C 7.40312 0.13436 0.84069  -0.12
178 C 8.73585 -0.54017 1.15282  -0.21
179 C 9.02907 -1.99303 0.43309  -0.14
180 C 8.24200 -3.01268 1.04558  -0.26
181 N 7.61656 -3.86819 1.44743  0.18
182 H 6.57598 -0.25622 1.48607  0.09
183 H 7.16196 -0.05464 -0.19944  0.04
184 H 7.60324 1.19750 0.90938  0.03
185 H 8.81464 -0.61129 2.25714  0.12
186 H 9.56235 0.04910 0.79541  0.09
187 H 10.10513 -2.24576 0.52969  0.12
188 H 8.72465 -1.80834 -0.60087  0.11
189 C -7.21781 -0.34165 1.25357  -0.09
190 C -5.88594 -0.56639 1.95086  -0.26
191 C -4.66038 -0.38163 1.04881  -0.18
192 C -4.35905 1.01388 0.65765  -0.19
193 N -4.20970 2.09916 0.31238  0.21
194 H -7.20784 0.65975 0.80448  0.08
195 H -7.98066 -0.41816 2.02436  0.08
196 H -7.20533 -1.16962 0.55705  0.07
197 H -5.82190 -1.58551 2.32081  0.11
198 H -5.76230 0.16095 2.79772  0.12
199 H -4.82211 -0.89115 0.10094  0.10
200 H -3.76269 -0.68958 1.56518  0.10
201 C -7.80433 -5.00089 -1.81371  -0.13
202 C -7.73766 -6.28312 -0.98778  -0.25
203 C -7.20515 -5.97183 0.46800  -0.16
204 C -5.78467 -5.48979 0.42251  -0.22
205 N -4.74234 -5.03070 0.25663  0.16
206 H -7.84343 -5.26831 -2.87486  0.08
207 H -6.84748 -4.47611 -1.85163  0.06
208 H -8.62351 -4.36964 -1.50553  0.07
209 H -7.00175 -6.94027 -1.51578  0.12
210 H -8.70602 -6.84948 -0.99046  0.12
211 H -7.17029 -6.84417 1.11968  0.10
212 H -7.80169 -5.12133 0.86710  0.12
213 C 1.37594 1.13167 -3.82484  -0.10
214 C 1.77517 2.59471 -3.85516  -0.25
215 C 2.97288 2.84542 -4.82978  -0.18
216 C 2.66222 2.49463 -6.20828  -0.24
217 N 2.48883 1.99972 -7.22609  0.15
218 H 0.45313 0.91421 -3.30559  0.05
219 H 2.12381 0.56744 -3.23870  0.07
220 H 1.29409 0.62241 -4.79636  0.07
221 H 2.13609 2.94890 -2.88551  0.08
222 H 0.89810 3.21637 -4.18375  0.10
223 H 3.92372 2.23859 -4.52269  0.14
224 H 3.18305 3.89882 -4.71972  0.08
225 C 8.75061 1.35462 -2.57794  -0.08
226 C 8.12837 2.73567 -2.93652  -0.21
227 C 6.89611 2.96504 -2.02969  -0.18
228 C 5.87125 1.91534 -2.11592  -0.18
229 N 4.99112 1.14137 -2.13790  0.19
230 H 8.81602 1.35003 -1.50992  0.04
231 H 9.75336 1.22520 -2.89260  0.06
232 H 8.07915 0.50600 -2.86076  0.09
233 H 7.88084 2.95701 -3.94705  0.09
234 H 8.82675 3.54284 -2.64359  0.12
235 H 6.41935 3.91249 -2.35300  0.11
236 H 7.18994 3.13269 -0.98893  0.09
237 C 2.13333 -5.27678 3.62633  -0.08
238 C 3.55387 -5.73840 3.29422  -0.24
239 C 4.22747 -4.82986 2.31994  -0.18
240 C 4.35874 -3.46833 2.84495  -0.22
241 N 4.37186 -2.35623 3.17696  0.16
242 H 1.59938 -5.90493 4.30655  0.07
243 H 1.62916 -5.36694 2.64787  0.07
244 H 2.08253 -4.25764 3.98476  0.06
245 H 3.53923 -6.75440 2.97894  0.08
246 H 4.11611 -5.72032 4.20677  0.11
247 H 3.62362 -4.70687 1.44834  0.11
248 H 5.21596 -5.23351 2.09193  0.11
249 C 5.81139 -4.21184 -1.38003  -0.11
250 C 5.37765 -2.84117 -0.96388  -0.27
251 C 4.30437 -2.27312 -1.91775  -0.18
252 C 2.97908 -2.92445 -1.69295  -0.19
253 N 1.92421 -3.35673 -1.42151  0.17
254 H 4.93079 -4.82315 -1.58683  0.07
255 H 6.37975 -4.76154 -0.62022  0.06
256 H 6.30687 -4.14171 -2.36278  0.09
257 H 6.23551 -2.15856 -1.05545  0.09
258 H 4.97695 -2.67574 0.06301  0.10
259 H 4.55004 -2.51970 -2.94105  0.11
260 H 4.11152 -1.16199 -1.75026  0.09

Forces on atoms 1 to 2 (eV/Å):
-0.32 2.19 1.11
0.81 1.14 0.72



(2)
The following is a DFT calculation (wB97M-V/def2-TZVPD) of a molecular structure, C11H8NO5Pd in a non-equilibrium geometry.

Output
E_LUMO (spin up / spin down) ... -0.1687 / -0.2243 Ha
E_HOMO (spin up / spin down) ... -11.4 / -11.6 eV
Spin multiplicity ... 3
Gap between HOMO and LUMO (spin up / spin down) ... 6.83 / 5.54 eV
Maximum force ... 7.64 eV/Å
Charge ... +1
Expectation value of S² ... 2.02

Each line ends with the Löwdin charge.
Element x y z (Å)
1 O 0.05837 3.31153 -5.72168  0.06
2 C -0.14048 3.03267 -4.65044  -0.01
3 Pd 0.03039 -0.23944 -1.74267  0.53
4 O -0.10239 2.49250 -0.19175  0.22
5 C -0.02434 1.73975 -1.03029  -0.17
6 C -0.06570 -2.44816 -2.40390  0.00
7 O -0.02674 -3.20220 -3.29252  0.13
8 C 2.00251 0.45151 -1.99316  -0.08
9 O 3.11238 0.08192 -2.15455  0.12
10 C -1.94152 0.36978 -2.02502  -0.11
11 O -3.01636 0.03883 -2.05904  0.19
12 H 0.01408 1.04577 -2.85589  0.02
13 N 0.06390 -1.77510 0.28855  0.03
14 C 0.04052 -0.83150 1.33939  -0.36
15 C -1.21427 -0.68554 1.98861  -0.04
16 C -1.23961 -0.02465 3.22607  -0.06
17 C -0.04191 0.52481 3.72039  -0.08
18 C 1.18886 0.39410 3.06076  -0.06
19 C 1.22934 -0.25907 1.81361  -0.06
20 H -0.83408 -2.18712 0.04754  0.08
21 H 0.98407 -2.14179 0.02133  0.10
22 H -2.07419 -1.14567 1.49195  0.11
23 H -2.18864 0.02978 3.74369  0.11
24 H -0.07418 1.01487 4.69761  0.11
25 H 2.12035 0.78496 3.47846  0.11
26 H 2.13963 -0.37252 1.20294  0.11

Forces on atoms 1 to 2 (eV/Å):
-0.07 -0.10 0.37
0.06 0.14 -0.36



Question: What is the formula in the second record?
Answer: C11H8NO5Pd



Question: What is the maximum force in the second record?
Answer: 7.64 eV/Å